1.
The following is a DFT calculation (ωB97M-V/def2-TZVPD) of an isolated ion of composition C4H7N2 and charge +1.

Each line ends with the natural charge from an NBO analysis.
Element x y z (Å)
1 N -0.953 1.206 0.272  -0.575
2 N -2.494 -0.352 -0.002  -0.494
3 C -0.380 -1.093 -0.320  -0.398
4 C -0.024 0.131 -0.044  0.178
5 C -2.099 0.745 0.214  0.719
6 C 1.446 0.514 -0.055  -0.627
7 H 1.720 1.295 -0.797  0.249
8 H -1.284 -1.436 -0.530  0.226
9 H 1.632 0.858 0.987  0.232
10 H 1.880 -0.386 -0.266  0.243
11 H 0.435 -1.831 -0.502  0.265
12 H -3.310 -0.844 0.518  0.502
13 H -0.475 2.088 0.443  0.482

Output
* spin multiplicity: 1
* structure (SMILES): C=C(C)[NH+]=C=N
* total charge: +1
* LUMO level: -6.236 eV



2.
The following is a DFT calculation (ωB97M-V/def2-TZVPD) of an isolated ion of composition C4H7N2 and charge +1.

Each line ends with the natural charge from an NBO analysis.
Element x y z (Å)
1 N 0.105 1.077 0.192  -0.457
2 N 1.103 0.072 -1.395  -0.452
3 C 0.537 -0.903 -0.614  -0.046
4 C 0.844 1.276 -0.885  0.258
5 C -1.225 -0.703 1.299  -0.650
6 C -0.043 -0.295 0.459  0.159
7 H -1.188 -1.753 1.565  0.259
8 H -0.115 1.753 0.911  0.454
9 H 0.601 -1.957 -0.839  0.263
10 H 1.369 2.154 -1.219  0.260
11 H -1.347 -0.099 2.198  0.243
12 H 1.454 -0.069 -2.333  0.459
13 H -2.097 -0.552 0.662  0.249

Output
* spin multiplicity: 1
* structure (SMILES): Cc1c[nH]c[nH+]1
* total charge: +1
* LUMO level: -3.493 eV



Most stable structure: 2



1.
The following is a DFT calculation (ωB97M-V/def2-TZVPD) of C4H7N2 as an isolated structure.

Each line ends with the natural charge from an NBO analysis.
Element x y z (Å)
1 N -0.544 -0.689 0.061  -0.397
2 N 0.302 1.174 0.022  -0.401
3 C 1.437 0.252 0.013  0.020
4 C 0.834 -1.090 0.050  -0.120
5 C -0.578 0.487 1.005  -0.023
6 C -0.531 0.491 -0.992  0.019
7 H 1.074 -2.071 -0.305  0.269
8 H -1.534 0.898 -1.085  0.227
9 H -1.126 -1.427 -0.058  0.435
10 H 2.469 0.586 0.123  0.271
11 H -0.125 0.168 -1.850  0.219
12 H -0.123 0.257 1.929  0.238
13 H -1.554 0.963 1.085  0.242

Output
* spin multiplicity: 1
* total charge: +1
* LUMO level: -4.578 eV



2.
The following is a DFT calculation (ωB97M-V/def2-TZVPD) of an isolated ion of composition C4H7N2 and charge +1.

Each line ends with the natural charge from an NBO analysis.
Element x y z (Å)
1 N -0.359 0.716 -0.629  -0.157
2 N 0.329 1.856 -0.592  -0.053
3 C 0.572 -0.286 -0.065  -0.158
4 C 0.148 -1.017 1.223  -0.598
5 C 1.667 0.720 -0.140  0.142
6 C -1.598 0.664 -1.056  0.045
7 H 2.747 0.859 0.114  0.267
8 H -2.094 1.417 -1.690  0.258
9 H -0.627 -1.731 0.787  0.238
10 H 0.783 -1.139 -0.677  0.262
11 H -2.366 -0.177 -0.841  0.252
12 H 0.972 -1.610 1.638  0.265
13 H -0.172 -0.272 1.929  0.239

Output
* spin multiplicity: 1
* structure (SMILES): C=[N+]1N=C[C@H]1C
* total charge: +1
* LUMO level (spin up / spin down): -6.712 / -5.682 eV



3.
The following is a DFT calculation (ωB97M-V/def2-TZVPD) of an isolated ion of composition C4H7N2 and charge +1.

Each line ends with the natural charge from an NBO analysis.
Element x y z (Å)
1 N -0.641 -1.499 0.782  -0.814
2 N 1.052 -0.151 -0.224  -0.302
3 C -0.065 -0.010 0.386  0.524
4 C -0.964 1.072 0.013  -0.681
5 C 2.241 0.447 -0.571  0.074
6 C 2.310 -0.814 -0.195  0.060
7 H -1.758 0.630 -0.431  0.266
8 H -1.219 1.698 0.906  0.271
9 H 0.066 -2.180 1.118  0.391
10 H 2.895 -1.659 -0.031  0.281
11 H 2.465 1.408 -0.954  0.278
12 H -1.418 -1.426 1.521  0.406
13 H -0.446 1.693 -0.745  0.246

Output
* spin multiplicity: 1
* structure (SMILES): CC(=[NH2+])N1C=C1
* total charge: +1
* LUMO level: -4.265 eV



4.
The following is a DFT calculation (ωB97M-V/def2-TZVPD) of an isolated ion of composition C4H7N2 and charge +1.

Each line ends with the natural charge from an NBO analysis.
Element x y z (Å)
1 N -2.498 0.439 0.123  -0.763
2 N 0.877 -1.065 0.115  -0.431
3 C -0.521 -0.942 0.008  -0.231
4 C -1.152 0.245 0.045  0.089
5 C 1.705 -0.107 0.033  0.437
6 C 2.617 0.802 0.061  -0.421
7 H 2.946 1.018 -0.955  0.296
8 H 2.830 1.204 1.037  0.295
9 H -3.208 -0.278 -0.112  0.410
10 H -3.020 1.343 -0.038  0.426
11 H -0.570 1.150 0.038  0.211
12 H 1.080 -1.967 -0.095  0.446
13 H -1.085 -1.843 -0.258  0.235

Output
* spin multiplicity: 1
* structure (SMILES): C=C=[NH+]/C=C/N
* total charge: +1
* LUMO level: -4.551 eV



Most stable structure: 4



1.
The following is a DFT calculation (ωB97M-V/def2-TZVPD) of one molecule with the formula C11H9N.

Each line ends with the natural charge from an NBO analysis.
Element x y z (Å)
1 N 0.782 1.533 -0.804  -0.429
2 C -1.244 -0.259 0.080  -0.217
3 C 0.573 1.775 0.380  0.457
4 C 0.705 -2.283 -2.413  -0.222
5 C -0.014 2.396 2.771  -0.622
6 C 1.531 -0.089 -2.515  -0.213
7 C 1.523 -1.388 -3.051  -0.207
8 C -0.197 -0.652 -0.896  -0.079
9 C -1.289 0.645 1.108  -0.148
10 C 0.776 0.270 -1.391  0.140
11 C -0.273 -1.898 -1.531  -0.189
12 C -0.170 1.574 1.489  -0.254
13 H -2.114 -0.891 -0.090  0.212
14 H 2.228 0.636 -2.909  0.219
15 H -0.901 2.596 3.352  0.224
16 H 2.513 -1.676 -3.636  0.230
17 H 0.579 1.735 3.396  0.220
18 H -2.227 0.732 1.670  0.213
19 H 0.501 3.314 2.317  0.233
20 H 0.588 -3.312 -2.881  0.211
21 H -0.901 -2.756 -1.224  0.221

Output
* spin multiplicity: 1
* structure (SMILES): CC1=C=Nc2ccccc2C=C1
* LUMO level (spin up / spin down): -0.033 / -0.031 eV



2.
The following is a DFT calculation (ωB97M-V/def2-TZVPD) of one molecule with the formula C11H9N.

Each line ends with the natural charge from an NBO analysis.
Element x y z (Å)
1 N -1.318 -2.078 -0.238  -0.446
2 C -1.423 -0.758 0.006  0.086
3 C 0.360 -0.968 -1.412  -0.156
4 C 1.808 -0.635 -1.225  -0.297
5 C 1.391 -0.051 1.220  -0.336
6 C -1.382 -0.243 1.248  -0.159
7 C -0.612 1.403 -1.358  -0.657
8 C 0.588 1.076 1.637  -0.177
9 C -0.278 -2.253 -0.954  0.090
10 C -0.723 1.002 1.654  -0.243
11 C -0.573 -0.054 -0.967  0.109
12 C 1.836 -0.142 -0.010  0.156
13 H -0.660 1.589 -2.435  0.239
14 H 0.892 2.074 2.042  0.219
15 H 2.478 -0.660 -2.040  0.233
16 H 0.001 -3.337 -1.050  0.203
17 H -1.813 -1.003 1.924  0.233
18 H -1.323 1.849 -0.828  0.214
19 H 1.562 -0.657 2.041  0.238
20 H 0.393 1.919 -1.278  0.227
21 H -1.204 1.925 2.025  0.223

Output
* spin multiplicity: 1
* structure (SMILES): CC1=C2C=C=C/C=C\C=C/1N=C2
* LUMO level: -0.042 eV



Most stable structure: 1



1.
The following is a DFT calculation (ωB97M-V/def2-TZVPD) of an isolated ion of composition C13H17N2 and charge +1.

Each line ends with the natural charge from an NBO analysis.
Element x y z (Å)
1 N 0.854 0.805 0.906  -0.123
2 N 0.686 -0.570 1.206  -0.188
3 C 0.785 1.421 -0.441  -0.231
4 C 0.868 3.034 2.087  -0.664
5 C 0.782 0.587 3.140  -0.313
6 C -0.692 -3.439 -0.746  -0.177
7 C 1.608 -1.921 -0.613  -0.231
8 C 0.857 1.516 2.016  0.301
9 C 0.578 -1.904 3.456  -0.663
10 C 0.335 -3.665 -1.698  -0.176
11 C -0.644 1.544 -0.946  -0.623
12 C 0.590 -1.633 0.282  0.147
13 C -0.552 -2.435 0.246  -0.232
14 C 1.476 -2.912 -1.603  -0.193
15 C 0.642 -0.667 2.610  0.266
16 H 2.268 -3.108 -2.331  0.238
17 H -1.158 0.567 -0.941  0.226
18 H 1.771 3.455 1.593  0.251
19 H -0.694 1.945 -1.940  0.245
20 H 1.329 0.785 -1.177  0.241
21 H 0.814 0.837 4.176  0.255
22 H -1.548 -4.079 -0.809  0.233
23 H 2.544 -1.422 -0.491  0.227
24 H 0.892 -1.673 4.493  0.255
25 H -1.187 2.221 -0.285  0.213
26 H 0.819 3.374 3.137  0.261
27 H -0.396 -2.358 3.455  0.250
28 H 0.158 -4.400 -2.458  0.236
29 H 1.267 -2.678 3.104  0.252
30 H -1.392 -2.251 0.874  0.228
31 H 0.007 3.412 1.560  0.246
32 H 1.324 2.411 -0.384  0.242

Output
* spin multiplicity: 1
* structure (SMILES): CC[n+]1c(C)cc(C)n1-c1ccccc1
* total charge: +1
* LUMO level: -2.975 eV



2.
The following is a DFT calculation (ωB97M-V/def2-TZVPD) of an isolated ion of composition C13H17N2 and charge +1.

Each line ends with the natural charge from an NBO analysis.
Element x y z (Å)
1 N -4.172 0.662 1.352  -0.580
2 N -3.154 0.375 0.579  -0.060
3 C 3.288 1.231 -1.444  -0.224
4 C 3.921 1.232 -0.224  -0.168
5 C 1.413 -1.088 1.562  -0.428
6 C 2.220 -0.175 0.657  -0.004
7 C 0.637 -1.986 0.654  -0.428
8 C -0.921 -0.069 -0.296  -0.265
9 C 1.647 -0.327 -0.644  -0.092
10 C -2.063 -0.336 0.835  0.137
11 C -1.834 0.244 -1.434  -0.430
12 C 0.451 -1.228 -0.568  -0.155
13 C -3.005 1.058 -0.813  -0.183
14 C 3.353 0.513 0.874  -0.215
15 C 2.204 0.402 -1.683  -0.184
16 H 0.878 -0.366 2.214  0.207
17 H -1.642 0.917 -2.250  0.253
18 H 4.864 1.837 0.003  0.232
19 H 2.014 -1.755 2.231  0.232
20 H -2.095 -1.065 1.666  0.237
21 H 1.793 0.542 -2.666  0.219
22 H -2.214 -0.698 -1.913  0.226
23 H -2.573 1.953 -0.525  0.221
24 H 3.728 1.937 -2.161  0.232
25 H 3.632 0.552 1.923  0.227
26 H -4.994 1.014 0.919  0.406
27 H -0.240 0.754 -0.015  0.259
28 H -0.338 -2.416 1.012  0.204
29 H -4.407 0.042 2.193  0.417
30 H 1.379 -2.792 0.611  0.242
31 H 0.088 -2.002 -1.325  0.245
32 H -3.859 1.037 -1.324  0.222

Output
* spin multiplicity: 1
* structure (SMILES): N[N+]1=C[C@@H]([C@@H]2CCc3ccccc32)CC1
* total charge: +1
* LUMO level: -3.851 eV



Most stable structure: 1